79
Properties=species:S:1:pos:R:3:lowdin_charge:R:1 method="wB97M-V/def2-TZVPD" molar_mass_g_mol=919.282 smiles="C[C@@H](Cl)C[C@H]1OS(=O)(=O)O[C@]1(O)S(=O)(=O)F.O=S1(=O)OCCO1.O=S1(=O)OCCO1.O=S1(=O)OCCO1.O=S1(=O)OCCO1.O=S1(=O)OCCO1" homo_energy_ev=-10.5238 e_lumo_ev=-0.081 orbital_gap_ev=10.44 e_tot_ha=-5967.0685 charge=0
C -0.333 -0.147 1.078 -0.097
C 0.478 1.042 1.609 -0.710
Cl -0.503 2.538 1.542 0.651
C 0.917 0.853 3.065 -0.157
C 1.950 -0.276 3.121 -0.240
O 3.277 0.272 3.253 -0.131
S 3.558 0.555 4.788 0.646
O 4.961 0.543 4.936 -0.175
O 2.812 1.636 5.329 -0.194
O 2.771 -0.770 5.318 -0.105
C 1.919 -1.263 4.312 -0.530
O 0.678 -1.608 4.751 0.080
S 2.662 -2.936 3.834 0.726
O 3.628 -3.360 4.784 -0.212
O 1.606 -3.794 3.420 -0.230
F 3.457 -2.553 2.526 -0.145
H -1.380 0.125 0.966 0.065
H -0.277 -1.007 1.749 0.077
H 0.025 -0.461 0.097 0.082
H 1.345 1.249 0.987 0.077
H 1.369 1.775 3.417 0.109
H 0.017 0.678 3.658 0.126
H 1.907 -0.861 2.206 0.146
H 0.388 -1.004 5.450 0.131
O 6.531 -6.295 -2.057 -0.218
S 5.124 -6.310 -1.875 0.598
O 4.276 -6.935 -2.824 -0.218
O 4.644 -4.805 -1.612 -0.187
C 3.941 -4.714 -0.364 -0.163
C 4.541 -5.806 0.487 -0.161
O 4.759 -6.889 -0.429 -0.186
H 2.880 -4.892 -0.551 0.137
H 4.082 -3.723 0.056 0.124
H 3.875 -6.139 1.279 0.137
H 5.502 -5.509 0.912 0.137
O -2.238 1.397 5.906 -0.219
S -1.696 1.566 7.207 0.590
O -0.964 2.724 7.561 -0.202
O -0.826 0.257 7.545 -0.211
C -1.296 -0.358 8.758 -0.151
C -2.776 -0.025 8.784 -0.152
O -2.828 1.327 8.301 -0.185
H -0.765 0.082 9.603 0.136
H -1.097 -1.424 8.705 0.136
H -3.204 -0.047 9.782 0.137
H -3.351 -0.665 8.113 0.135
O 3.464 4.863 -1.152 -0.213
S 2.381 3.972 -1.363 0.591
O 1.968 3.086 -0.333 -0.254
O 2.652 3.163 -2.708 -0.186
C 1.549 3.311 -3.625 -0.162
C 1.004 4.687 -3.304 -0.160
O 1.096 4.761 -1.870 -0.183
H 0.818 2.527 -3.432 0.128
H 1.926 3.225 -4.639 0.136
H -0.030 4.814 -3.596 0.108
H 1.620 5.477 -3.738 0.137
O -2.786 1.812 -5.727 -0.214
S -2.330 3.154 -5.657 0.602
O -1.019 3.427 -5.179 -0.220
O -3.400 4.008 -4.854 -0.179
C -3.843 5.137 -5.630 -0.142
C -3.726 4.652 -7.063 -0.145
O -2.506 3.886 -7.056 -0.182
H -3.184 5.983 -5.430 0.136
H -4.860 5.376 -5.335 0.138
H -3.621 5.455 -7.785 0.138
H -4.554 3.999 -7.342 0.136
O -5.599 -2.562 -3.479 -0.220
S -4.819 -3.137 -4.516 0.592
O -4.408 -4.492 -4.447 -0.216
O -3.566 -2.185 -4.778 -0.187
C -3.513 -1.773 -6.152 -0.152
C -4.969 -1.752 -6.575 -0.158
O -5.525 -2.907 -5.931 -0.191
H -2.935 -2.504 -6.720 0.135
H -3.044 -0.794 -6.207 0.116
H -5.108 -1.854 -7.647 0.134
H -5.481 -0.859 -6.213 0.133

***

60
Properties=species:S:1:pos:R:3:lowdin_charge:R:1 method="wB97M-V/def2-TZVPD" molar_mass_g_mol=487.377 homo_energy_ev=-8.7717 e_lumo_ev=-0.649 orbital_gap_ev=8.12 e_tot_ha=-1920.3743 charge=0
N -29.185 -73.046 7.852 0.348
H -30.139 -72.932 7.578 0.093
H -29.094 -74.014 7.568 0.119
H -28.786 -72.916 8.629 0.011
H -28.593 -72.361 7.290 0.193
O -31.441 -74.667 6.850 -0.424
H -31.987 -74.621 7.655 -0.137
C -31.727 -77.943 6.136 -0.077
C -33.133 -77.354 6.245 -0.310
O -33.500 -77.681 7.559 0.084
C -32.528 -78.181 8.320 -0.508
O -32.659 -78.397 9.500 0.136
O -31.427 -78.348 7.463 0.022
F -33.863 -78.204 5.457 0.051
H -31.002 -77.155 5.642 0.152
H -31.895 -78.955 5.775 0.138
H -33.232 -76.185 6.373 0.175
C -31.660 -74.638 3.607 0.037
C -30.091 -74.801 3.580 -0.369
O -29.698 -74.523 2.255 0.152
C -30.759 -73.987 1.641 -0.593
O -30.657 -73.398 0.513 0.066
O -31.826 -73.990 2.296 0.138
F -29.686 -75.944 3.958 0.141
H -32.162 -74.193 4.314 0.058
H -32.163 -75.534 3.765 0.112
H -29.599 -73.996 4.245 0.181
C -34.848 -74.842 8.809 -0.019
C -34.651 -73.262 8.649 -0.317
O -35.218 -72.819 9.807 0.126
C -35.496 -73.781 10.720 -0.495
O -36.151 -73.591 11.717 0.161
O -35.247 -75.017 10.163 0.073
F -35.265 -72.944 7.502 0.098
H -33.915 -75.171 8.777 0.053
H -35.583 -75.106 8.035 0.159
H -33.749 -72.872 8.804 0.110
C -26.326 -75.590 9.711 -0.064
O -27.736 -75.270 9.482 -0.201
C -28.661 -76.371 9.957 -0.101
C -30.062 -75.934 9.830 -0.426
O -30.192 -74.961 10.448 -0.056
C -31.293 -74.170 10.377 -0.118
C -31.204 -72.692 10.906 -0.276
O -30.237 -72.014 10.379 -0.136
C -30.215 -70.620 10.844 0.019
H -25.997 -76.422 9.009 0.117
H -26.115 -75.722 10.580 -0.030
H -25.642 -74.724 9.454 0.108
H -28.503 -76.617 10.973 0.112
H -28.324 -77.242 9.411 0.126
H -30.843 -76.842 10.375 0.212
H -30.300 -75.839 8.822 0.089
H -32.299 -74.650 10.729 0.172
H -31.472 -73.912 9.289 0.097
H -30.948 -72.740 11.925 0.115
H -32.143 -72.105 10.780 0.146
H -29.497 -70.130 10.489 0.032
H -30.151 -70.700 11.833 0.067
H -30.975 -70.013 10.830 0.057